[1]
8
Properties=species:S:1:pos:R:3:forces:R:3:mulliken_charge:R:1 method="wB97M-V/def2-TZVPD" e_above_lowest_ev=0.2786 largest_force_ev_per_a=3.18 charge=0 homo_ev=-8.446 energy_ev=-10907.2655 lumo_energy_ev=0.18
C 0.621 0.605 0.005 2.52 -1.02 -1.62 -0.655
C 0.592 -0.763 -0.307 -1.33 -0.30 2.87 0.206
O -0.520 -1.481 -0.205 2.73 -0.82 -1.42 -0.652
O -0.618 1.100 0.330 -0.46 1.02 -0.63 -0.345
H 1.570 -1.242 -0.088 -0.34 0.05 -1.35 0.412
H -0.552 1.957 0.762 0.28 0.04 -0.27 0.382
Tl -2.136 -0.578 0.731 -2.90 -0.10 1.23 0.474
H 1.043 0.401 -1.228 -0.50 1.12 1.19 0.178


[2]
15
Properties=species:S:1:pos:R:3:forces:R:3:mulliken_charge:R:1 method="wB97M-V/def2-TZVPD" e_above_lowest_ev=2.1890 largest_force_ev_per_a=3.97 charge=0 homo_ev="-9.208 / -9.209" energy_ev=-31830.5631 lumo_energy_ev="-0.37 / -0.37"
C 1.690 1.308 -0.069 1.57 0.89 -0.66 0.616
C -1.626 -0.597 0.519 0.52 1.65 0.28 -1.435
C 0.844 1.237 0.999 -3.31 -1.72 -1.35 -0.903
C 0.394 -0.977 -1.025 1.09 1.29 0.33 -0.866
C -0.514 -0.012 -0.305 1.02 1.65 1.90 0.541
N 2.318 1.480 -1.009 0.76 -0.01 -1.04 -0.468
Cl 1.557 -1.651 0.193 -0.08 -0.13 -0.60 -0.163
Cl -1.095 1.258 -1.301 -0.33 0.52 -0.88 -0.128
H -2.530 -0.795 -0.007 -0.98 0.86 -0.64 0.403
H -1.402 -1.545 0.774 1.50 -3.51 1.00 0.465
H -1.736 -0.134 1.490 -0.53 0.66 -0.16 0.336
H 0.280 2.143 1.126 -0.37 0.08 0.35 0.327
H 1.116 0.646 1.823 0.26 -0.53 0.99 0.355
H -0.183 -1.813 -1.268 -0.95 -1.29 -0.78 0.473
H 0.885 -0.546 -1.940 -0.16 -0.41 1.28 0.446


[3]
19
Properties=species:S:1:pos:R:3:forces:R:3:mulliken_charge:R:1 method="wB97M-V/def2-TZVPD" e_above_lowest_ev=1.8835 largest_force_ev_per_a=6.23 charge=0 homo_ev=-9.739 energy_ev=-15010.3605 lumo_energy_ev=0.16
C -0.865 0.462 -0.469 0.21 0.23 -1.64 0.530
C -1.307 1.904 -0.686 -2.30 2.97 2.41 0.239
C -0.445 0.175 0.962 -0.12 -0.20 0.32 -0.946
C -0.084 -1.263 1.407 1.30 0.74 -1.40 -0.419
C 1.293 -1.820 0.712 -4.14 3.64 2.91 0.348
H 0.179 -0.432 -2.059 -0.38 -0.77 -0.36 0.255
H 1.036 0.331 -0.949 -0.33 0.32 -0.99 0.185
H -1.640 -0.214 -0.777 -0.89 -0.16 -0.03 0.408
H -1.306 0.493 1.548 0.25 0.36 0.32 0.333
H 0.416 0.773 1.135 0.58 1.05 0.62 0.448
H 0.169 -1.273 2.520 -1.19 -0.24 -1.39 0.314
H -0.944 -1.842 0.927 1.44 -0.25 1.61 0.286
H 2.929 -1.112 0.020 0.32 -0.47 0.12 0.358
H -0.183 2.121 -2.150 -0.39 -0.19 -0.19 0.413
N 0.162 0.400 -1.511 2.88 -0.97 1.48 -0.735
O -1.972 2.571 0.092 0.02 -1.79 0.45 -0.605
O 1.137 -2.855 0.229 1.54 -4.02 -2.71 -0.473
O 2.365 -1.014 0.799 -0.02 0.34 -0.33 -0.441
O -0.941 2.596 -1.750 1.23 -0.62 -1.21 -0.498


[4]
31
Properties=species:S:1:pos:R:3:forces:R:3:mulliken_charge:R:1 method="wB97M-V/def2-TZVPD" e_above_lowest_ev=1.2109 largest_force_ev_per_a=1.60 charge=0 homo_ev=-8.368 energy_ev=-17730.9143 lumo_energy_ev=0.44
C 3.572 -0.130 -0.790 -0.17 0.16 1.52 -0.388
C 4.490 0.946 -0.167 -0.47 0.26 -0.74 -1.088
C 2.290 0.381 -1.371 0.70 0.48 -0.73 0.572
C 1.462 -0.213 -2.270 -0.84 -0.51 0.11 -0.771
C 0.671 1.742 -1.689 -0.43 0.21 -0.26 -0.509
N 1.805 1.637 -1.061 -0.02 -0.25 0.41 -0.412
N 0.384 0.639 -2.418 0.56 0.07 -0.24 0.042
H 4.154 -0.768 -1.442 -0.21 -0.12 -0.40 0.394
H 3.267 -0.750 0.059 0.03 -0.30 -0.16 0.177
H 5.352 1.095 -0.814 0.31 -0.02 0.33 0.268
H 1.399 -1.197 -2.702 0.36 -0.01 -0.03 0.373
H -0.012 2.573 -1.657 0.08 0.19 0.04 0.452
H -0.335 0.552 -3.113 -0.08 0.00 0.07 0.209
H 4.747 0.694 0.853 0.47 -0.18 0.03 0.287
H 3.985 1.904 -0.112 -0.19 0.08 -0.05 0.393
C -0.330 0.151 3.435 0.87 -0.53 -0.85 -1.368
C -2.256 -1.134 2.474 -0.22 -0.07 -0.22 -0.232
C -1.266 -0.167 2.289 -0.15 -0.34 0.61 -0.003
C -2.972 -1.633 1.389 0.59 0.18 0.60 -0.781
C -1.092 0.369 1.029 0.27 0.45 -0.59 -0.280
C -2.751 -1.058 0.152 -0.44 -0.20 -1.50 1.208
C -1.878 0.001 -0.066 -0.11 -0.47 1.53 -0.699
O -3.415 -1.667 -0.900 -0.25 -0.06 0.33 -0.549
H -2.442 -1.508 3.479 0.11 -0.15 -0.22 0.372
H -3.606 -2.509 1.462 -0.13 0.28 0.04 0.394
H -0.720 0.784 4.221 -0.16 0.10 0.07 0.314
H 0.589 0.570 3.016 -0.18 0.51 0.13 0.348
H -0.271 1.058 0.853 -0.14 0.17 0.12 0.380
H -1.797 0.522 -1.002 0.08 -0.18 -0.29 0.273
H -3.374 -1.147 -1.703 0.18 0.22 -0.01 0.273
H 0.053 -0.788 3.846 -0.40 0.03 0.35 0.350


[5]
81
Properties=species:S:1:pos:R:3:forces:R:3:mulliken_charge:R:1 method="wB97M-V/def2-TZVPD" e_above_lowest_ev=2.3618 largest_force_ev_per_a=1.27 charge=-2 homo_ev="-0.977 / -1.948" energy_ev=-122644.9898 s_squared=2.012 lumo_energy_ev="4.31 / 4.31" multiplicity=3
V 0.010 0.918 0.336 1.11 -0.47 -0.38 -0.382
C 6.376 -1.624 -1.041 0.02 -0.01 -0.01 -1.506
C 5.073 -1.298 -0.360 -0.02 0.01 -0.01 0.434
C 4.954 -1.220 1.018 0.02 0.00 0.01 -1.414
C 3.762 -0.856 1.616 -0.08 0.03 0.01 -0.894
C 2.606 -0.516 0.877 0.01 -0.15 -0.10 0.592
N 1.464 -0.018 1.457 -0.23 0.29 -0.28 1.276
C 1.351 0.231 2.817 0.02 0.04 0.21 0.082
C 2.334 0.890 3.571 -0.03 -0.02 -0.11 0.172
C 2.173 1.160 4.915 0.00 -0.01 0.03 -1.505
C 1.012 0.802 5.586 0.00 0.00 -0.02 0.897
C 0.814 1.105 7.048 0.00 0.00 0.01 -1.614
C 0.005 0.199 4.844 0.02 -0.03 -0.02 -0.963
C 0.142 -0.075 3.490 0.01 -0.05 -0.03 -1.101
C -1.021 -0.605 2.643 0.11 0.31 0.07 1.952
O -1.089 0.074 1.450 -0.70 -0.65 0.47 -0.665
C -0.871 -2.134 2.394 -0.05 -0.09 0.06 0.481
F -1.692 -2.571 1.438 -0.02 0.01 -0.04 -0.272
F 0.366 -2.484 2.069 0.11 -0.01 -0.10 -0.233
F -1.171 -2.833 3.522 -0.01 0.03 0.01 -0.325
C -2.418 -0.329 3.278 -0.06 0.01 0.07 0.242
F -3.400 -0.694 2.447 -0.02 -0.03 -0.07 -0.269
F -2.668 -0.972 4.446 0.05 0.00 0.01 -0.262
F -2.563 0.975 3.524 0.03 0.05 0.00 -0.205
C 2.679 -0.798 -0.521 0.01 -0.05 0.05 -0.678
C 3.906 -1.118 -1.089 -0.02 -0.01 0.05 -0.629
C 1.440 -0.962 -1.422 0.24 -0.03 -0.10 1.996
O 0.238 -0.655 -0.882 -0.23 0.39 0.58 -1.025
C 1.317 -2.491 -1.745 -0.04 -0.02 -0.06 0.450
F 2.379 -3.070 -2.353 0.03 0.05 -0.04 -0.293
F 1.134 -3.184 -0.614 -0.07 -0.01 0.14 -0.212
F 0.257 -2.738 -2.534 -0.01 0.02 -0.04 -0.291
C 1.585 -0.153 -2.783 -0.01 0.22 -0.15 0.781
F 2.515 0.843 -2.691 -0.05 -0.20 -0.16 -0.317
F 2.051 -0.934 -3.822 0.08 -0.04 0.11 -0.381
F 1.300 1.715 -0.609 -0.01 0.22 0.06 -0.506
H 7.181 -1.726 -0.310 0.00 -0.01 0.00 0.365
H 6.666 -0.841 -1.747 0.00 0.00 0.01 0.324
H 6.316 -2.559 -1.604 0.00 0.01 0.00 0.305
H 5.810 -1.443 1.650 0.00 0.00 0.00 0.249
H 3.721 -0.838 2.693 -0.02 0.05 0.04 0.557
H 3.219 1.241 3.061 0.02 -0.03 -0.03 0.817
H 2.962 1.684 5.448 0.00 -0.01 0.00 0.207
H 1.746 1.441 7.506 0.00 0.00 0.00 0.389
H 0.470 0.225 7.597 0.00 0.00 0.00 0.371
H 0.070 1.893 7.196 0.00 0.00 0.00 0.280
H -0.916 -0.050 5.351 -0.01 0.00 0.01 0.593
H 3.948 -1.278 -2.160 -0.02 0.03 -0.04 0.493
S -0.053 0.510 -3.167 0.11 0.06 -0.35 -0.173
C 0.334 1.803 -4.348 0.00 -0.08 0.08 -0.242
N 0.983 2.965 -3.907 0.04 -0.06 -0.07 -0.266
C 0.174 4.183 -3.951 -0.07 0.03 0.00 -0.861
C -1.277 3.848 -3.620 0.12 0.01 -0.07 0.194
C -1.819 2.935 -4.715 -0.01 0.00 -0.04 -0.496
N -0.725 2.076 -5.233 0.06 -0.03 -0.13 -0.411
H 1.425 2.820 -3.012 0.03 -0.04 0.10 0.382
H 0.233 4.622 -4.954 0.02 0.02 0.00 0.300
H 0.597 4.902 -3.249 0.00 -0.02 0.03 0.441
H -1.896 4.744 -3.536 0.00 -0.03 0.00 0.365
H -1.306 3.335 -2.655 0.11 0.19 -0.19 -0.526
H -2.198 3.534 -5.549 0.00 0.03 -0.02 0.391
H -2.645 2.336 -4.317 0.12 0.07 -0.07 0.204
H -1.090 1.215 -5.611 0.01 0.01 0.01 0.377
C -0.224 5.261 3.810 0.01 0.02 0.01 -1.653
C 0.822 4.900 2.746 0.02 0.02 0.00 2.213
C 2.188 4.710 3.422 0.00 0.01 -0.02 -1.490
C 0.919 6.036 1.719 -0.01 -0.02 -0.01 -1.787
C 0.433 3.656 2.065 -0.22 -0.01 0.20 0.037
C 0.093 2.623 1.523 0.21 0.10 -0.16 -0.315
H 0.021 6.219 4.281 0.01 -0.01 0.01 0.393
H -0.260 4.489 4.580 -0.01 -0.01 -0.01 0.279
H -1.213 5.333 3.357 0.00 0.01 0.00 0.380
H 2.541 5.655 3.850 -0.01 -0.01 0.02 0.452
H 2.922 4.354 2.697 0.01 0.02 0.00 0.321
H 2.116 3.967 4.218 0.00 -0.02 -0.02 0.150
H 1.306 6.947 2.188 -0.02 0.01 0.00 0.406
H -0.064 6.249 1.295 0.01 -0.02 -0.02 0.351
H 1.580 5.749 0.901 0.02 0.01 0.01 0.337
S -3.907 2.453 -2.020 -0.36 -0.09 0.19 -0.515
C -2.539 1.999 -1.260 0.07 0.01 0.30 0.897
N -1.538 1.718 -0.732 -0.45 -0.06 -0.01 -0.496


[6]
15
Properties=species:S:1:pos:R:3:forces:R:3:mulliken_charge:R:1 method="wB97M-V/def2-TZVPD" e_above_lowest_ev=1.3222 largest_force_ev_per_a=1.84 charge=+1 homo_ev=-14.192 energy_ev=-20116.1646 lumo_energy_ev=-4.93
C -1.455 0.401 0.459 0.15 -0.88 -0.06 -0.415
C -1.057 -0.842 0.182 -0.77 0.42 0.39 -0.295
C -0.591 1.541 0.214 0.57 0.03 -0.18 -0.067
C 1.297 0.284 -0.400 0.03 -1.49 1.08 0.689
N 0.625 1.433 -0.142 -0.33 1.19 -0.14 -0.527
N 0.212 -1.099 -0.441 0.88 0.64 -0.57 -0.324
O 1.821 0.168 -1.635 0.01 -0.31 -0.54 -0.474
S 2.514 -0.152 0.894 0.09 -0.06 -0.39 -0.164
H -2.419 0.575 0.907 -0.11 -0.08 0.03 0.389
H -1.664 -1.711 0.393 0.00 -0.03 -0.05 0.451
H -0.966 2.545 0.365 -0.09 0.07 0.03 0.430
H 0.693 -1.900 -0.017 -0.05 0.27 0.00 0.395
H 0.114 -1.302 -1.446 -0.07 0.03 0.22 0.353
H 2.107 1.022 -1.990 -0.07 0.10 0.15 0.366
H 2.034 0.626 1.866 -0.25 0.10 0.03 0.192